## A
Formula: C5H16N3PS
Source: the OMol25 dataset
Level of theory: the ωB97M-V functional and the def2-TZVPD basis

CARTESIAN COORDINATES (ANGSTROEM)
S1 1.678 -1.614 0.917
P1 2.192 0.381 -0.091
N1 -1.020 1.300 0.760
N2 3.739 -0.121 -0.540
N3 1.340 -0.129 -1.474
C1 -3.664 -1.086 -0.618
C2 -1.084 1.933 1.861
C3 -1.904 0.171 0.619
C4 -2.649 0.028 -0.671
C5 4.941 0.455 -0.015
H1 -3.271 -1.842 -0.038
H2 0.559 -1.550 0.336
H3 -1.833 1.603 2.496
H4 -3.666 -1.568 -1.663
H5 5.153 1.460 -0.394
H6 -3.154 0.994 -0.716
H7 -2.101 -0.195 -1.532
H8 0.776 0.747 -1.820
H9 5.097 0.702 1.055
H10 -4.675 -0.911 -0.275
H11 1.904 -0.433 -2.167
H12 -0.455 2.766 2.109
H13 5.757 -0.050 -0.415
H14 -2.587 0.068 1.494
H15 3.919 -1.158 -0.663
H16 -1.113 -0.635 0.586

Computed properties:
- HOMO (eV) = -8.560
- frontier orbital gap (Ha) = 0.3495
- LUMO (eV) = 1.0
- total charge = 0
- SMILES string = CNP(N)S.C=NCCC



## B
Formula: C5H16N3PS
Source: the OMol25 dataset
Level of theory: the ωB97M-V functional and the def2-TZVPD basis

CARTESIAN COORDINATES (ANGSTROEM)
S1 -1.421 1.397 -1.062
P1 -2.390 0.783 0.798
N1 -1.256 -0.213 1.569
N2 -3.403 -0.459 0.185
N3 1.289 1.243 0.430
C1 -4.569 -0.174 -0.619
C2 1.244 2.454 0.120
C3 2.817 -0.644 0.459
C4 1.966 0.290 -0.365
C5 3.423 -1.756 -0.354
H1 4.598 -1.531 -0.500
H2 2.246 -1.080 1.221
H3 -5.488 -0.542 -0.064
H4 2.936 -1.930 -1.380
H5 0.655 3.182 0.801
H6 1.605 2.860 -0.809
H7 -1.267 -1.194 1.731
H8 2.638 0.777 -1.193
H9 3.612 -0.004 1.012
H10 -0.360 0.111 1.543
H11 -4.545 0.959 -0.731
H12 -4.339 -0.741 -1.614
H13 -3.406 -1.099 0.910
H14 1.172 -0.190 -0.962
H15 3.264 -2.664 0.184
H16 -1.021 0.166 -1.312

Computed properties:
- HOMO (eV) = -7.834
- frontier orbital gap (Ha) = 0.3222
- LUMO (eV) = 0.9
- total charge = 0
- SMILES string = CNP(N)S.C=NCCC



Most stable of them? B.



## A
Formula: C3H6N2O
Source: the OMol25 dataset
Level of theory: the ωB97M-V functional and the def2-TZVPD basis

CARTESIAN COORDINATES (ANGSTROEM)
O1 1.992 0.498 0.522
N1 0.281 0.851 -0.804
N2 0.425 -1.223 0.001
C1 1.224 -0.113 -0.481
C2 -0.992 -0.789 0.113
C3 -0.913 0.649 -0.284
H1 -1.724 1.360 -0.371
H2 -1.480 -0.962 1.083
H3 0.634 1.747 -1.110
H4 -1.573 -1.338 -0.643
H5 0.825 -1.578 0.862
H6 1.302 0.899 1.111

Computed properties:
- HOMO (spin up / spin down) (eV) = -6.546 / -7.335
- frontier orbital gap (spin up / spin down) (Ha) = 0.2528 / 0.2957
- LUMO (spin up / spin down) (eV) = 0.3 / 0.7
- total charge = 0



## B
Formula: C3H6N2O
Source: the OMol25 dataset
Level of theory: the ωB97M-V functional and the def2-TZVPD basis

CARTESIAN COORDINATES (ANGSTROEM)
O1 1.059 -2.367 0.102
N1 -0.591 -1.332 1.316
N2 0.073 0.912 0.241
C1 0.920 -0.009 0.050
C2 -0.312 1.599 -0.962
C3 0.532 -1.368 0.562
H1 -0.992 -0.427 1.524
H2 0.471 1.670 -1.730
H3 -1.087 0.912 -1.344
H4 -1.032 -2.190 1.595
H5 -0.788 2.547 -0.748
H6 1.673 0.006 -0.753

Computed properties:
- HOMO (eV) = -9.604
- frontier orbital gap (Ha) = 0.3592
- LUMO (eV) = 0.2
- total charge = 0
- SMILES string = C/N=C/C(N)=O



Most stable of them? B.



## A
Formula: C3H6N2O
Source: the OMol25 dataset
Level of theory: the ωB97M-V functional and the def2-TZVPD basis

CARTESIAN COORDINATES (ANGSTROEM)
O1 -2.275 0.869 1.053
N1 0.148 0.671 -1.305
N2 -2.167 -1.035 -0.372
C1 1.531 -0.128 0.538
C2 -1.983 -0.147 0.433
C3 0.282 0.450 -0.062
H1 2.323 -0.256 -0.205
H2 0.967 0.444 -1.878
H3 -1.477 -1.292 -1.065
H4 1.374 -1.117 0.970
H5 1.965 0.535 1.288
H6 -0.689 1.009 0.605

Computed properties:
- HOMO (eV) = -9.723
- frontier orbital gap (Ha) = 0.3760
- LUMO (eV) = 0.5
- total charge = 0
- SMILES string = [H]/N=C\C.N=C=O



## B
Formula: C3H6N2O
Source: the OMol25 dataset
Level of theory: the ωB97M-V functional and the def2-TZVPD basis

CARTESIAN COORDINATES (ANGSTROEM)
O1 1.334 -1.548 -1.618
N1 -0.193 0.616 -0.587
N2 -0.041 -0.986 1.623
C1 -0.799 1.416 0.480
C2 0.338 -1.029 0.511
C3 1.079 -1.830 -0.475
H1 -1.577 0.821 0.969
H2 -1.216 2.357 0.111
H3 -0.847 0.321 -1.303
H4 1.385 -2.772 0.007
H5 -0.046 1.615 1.250
H6 0.622 1.032 -1.023

Computed properties:
- HOMO (eV) = -9.280
- frontier orbital gap (Ha) = 0.3441
- LUMO (eV) = 0.1
- total charge = 0
- SMILES string = N#CC=O.CN



Most stable of them? B.



## A
Formula: C3H6N2O
Source: the OMol25 dataset
Level of theory: the ωB97M-V functional and the def2-TZVPD basis

CARTESIAN COORDINATES (ANGSTROEM)
O1 -1.846 0.102 -1.248
N1 0.093 -0.234 -0.016
N2 0.443 1.086 0.365
C1 -1.023 -0.649 -0.708
C2 0.713 -1.240 0.921
C3 0.163 2.044 -0.561
H1 0.369 3.089 -0.232
H2 -0.420 1.903 -1.504
H3 0.433 -0.962 1.966
H4 1.864 -1.149 0.994
H5 -1.210 -1.758 -0.548
H6 0.420 -2.231 0.570

Computed properties:
- HOMO (eV) = -9.309
- frontier orbital gap (Ha) = 0.3662
- LUMO (eV) = 0.7
- total charge = 0
- SMILES string = C=NN(C)C=O



## B
Formula: C3H6N2O
Source: the OMol25 dataset
Level of theory: the ωB97M-V functional and the def2-TZVPD basis

CARTESIAN COORDINATES (ANGSTROEM)
O1 -1.975 -0.362 0.425
N1 0.314 1.075 0.747
N2 2.628 -0.692 -1.114
C1 -0.977 -0.489 -0.554
C2 0.364 -0.264 0.166
C3 1.601 -0.518 -0.604
H1 -1.752 0.479 0.861
H2 -1.025 -1.491 -0.987
H3 1.009 1.191 1.476
H4 -1.136 0.248 -1.358
H5 0.358 -0.989 0.987
H6 0.495 1.775 0.033

Computed properties:
- HOMO (eV) = -10.760
- frontier orbital gap (Ha) = 0.4204
- LUMO (eV) = 0.7
- total charge = 0
- SMILES string = N#C[C@@H](N)CO



Most stable of them? B.